DFT (ωB97M-V/def2-TZVPD) results for a structure of composition C22H36BF2N4O6PPbS.

```
74
Properties=species:S:1:pos:R:3:forces:R:3
Pb 0.272 -0.251 0.420 -0.09 -0.01 0.04
N -4.042 -2.501 1.366 0.00 -0.01 0.01
C -2.764 -1.927 1.352 -0.04 -0.02 -0.03
S -2.098 -1.669 -0.221 0.04 0.02 0.05
N -2.278 -1.690 2.527 0.01 0.03 0.01
N -0.979 -1.203 2.557 -0.03 -0.05 0.02
C -0.613 -0.866 3.736 -0.01 -0.02 -0.01
C 0.680 -0.352 4.158 0.02 0.00 -0.02
C 0.751 0.161 5.457 0.03 0.01 0.02
C 1.924 0.638 6.008 -0.02 -0.01 0.00
C 3.084 0.584 5.227 0.01 0.01 0.01
C 3.059 0.072 3.952 0.00 0.00 -0.01
C 1.861 -0.413 3.346 -0.04 -0.02 0.04
O 1.874 -0.895 2.163 0.07 0.00 -0.08
H -4.577 -2.265 0.546 0.00 0.01 0.00
H -4.520 -2.324 2.238 0.00 0.00 0.00
H -1.358 -0.978 4.530 0.00 0.00 0.00
H -0.162 0.181 6.046 -0.01 -0.01 -0.01
H 1.943 1.045 7.012 0.00 0.00 0.00
H 4.021 0.957 5.632 0.00 0.00 -0.01
H 3.956 0.037 3.346 0.00 0.00 0.00
O 1.217 3.812 2.077 -0.01 0.10 0.09
C 0.090 4.087 1.697 0.00 0.03 -0.09
C -1.027 3.075 1.681 -0.03 -0.01 -0.02
C -2.361 3.521 2.287 0.00 0.02 0.01
C -3.228 4.366 1.357 -0.02 -0.01 0.01
C -2.664 5.752 1.065 0.00 0.00 0.03
C -1.306 5.712 0.375 -0.03 0.00 0.01
N -0.202 5.360 1.271 0.01 -0.02 -0.01
H -0.638 2.208 2.213 0.00 -0.01 -0.01
H -1.193 2.776 0.637 0.02 -0.01 0.01
H -2.189 4.053 3.230 0.01 -0.01 0.00
H -2.913 2.612 2.538 -0.01 0.00 0.00
H -4.225 4.475 1.801 0.00 0.00 0.00
H -3.343 3.832 0.409 0.01 0.01 0.00
H -2.584 6.334 1.992 0.01 0.01 0.00
H -3.357 6.283 0.404 -0.01 0.00 0.00
H -1.070 6.708 -0.009 0.00 -0.01 -0.02
H -1.367 5.023 -0.474 0.02 0.03 0.02
H 0.638 5.911 1.185 0.00 0.01 0.00
F 1.332 -3.418 -0.352 0.01 -0.02 0.00
B 1.401 -2.124 -0.708 -0.04 0.03 0.00
F 2.227 -1.956 -1.769 0.02 -0.01 -0.01
C 1.254 3.696 -1.589 0.00 -0.03 -0.01
C 1.143 3.297 -3.058 0.02 -0.03 0.00
C 1.919 2.012 -3.329 0.00 0.00 0.00
C 1.665 4.426 -3.941 -0.01 0.00 0.00
O -0.222 3.123 -3.468 -0.02 0.05 0.03
P -1.322 2.380 -2.522 0.06 0.03 0.05
O -1.990 3.383 -1.640 0.02 -0.03 -0.06
O -0.719 1.161 -1.902 0.00 -0.07 -0.05
O -2.309 1.983 -3.749 0.01 0.00 -0.03
C -3.293 0.944 -3.637 -0.01 -0.01 0.01
C -2.622 -0.410 -3.843 -0.01 0.00 0.00
C -4.274 1.227 -4.769 0.01 0.01 0.00
C -4.014 0.996 -2.292 0.00 0.00 0.00
H 2.293 3.927 -1.342 0.00 0.01 0.00
H 0.925 2.885 -0.938 -0.01 0.02 0.00
H 0.635 4.572 -1.392 0.01 0.02 0.00
H 2.970 2.138 -3.057 0.00 0.00 -0.01
H 1.855 1.757 -4.390 0.00 0.00 0.00
H 1.493 1.192 -2.753 0.00 0.00 0.01
H 2.725 4.606 -3.742 0.00 0.00 0.00
H 1.105 5.343 -3.744 0.00 0.00 0.00
H 1.541 4.163 -4.992 0.00 0.00 0.00
H -2.126 -0.431 -4.817 0.00 0.00 0.00
H -3.363 -1.213 -3.801 0.00 0.00 0.00
H -1.879 -0.578 -3.066 0.01 0.01 0.01
H -3.744 1.245 -5.723 0.00 0.00 0.00
H -4.749 2.198 -4.618 0.00 0.00 0.00
H -5.046 0.454 -4.806 0.00 0.00 0.00
H -3.338 0.730 -1.479 0.00 0.00 0.01
H -4.838 0.277 -2.294 0.00 0.00 0.00
H -4.402 2.000 -2.115 -0.01 0.00 0.00
```
Positions in Å, forces in eV/Å.

Values from the calculation:
Total energy in eV: -73136.828
Frontier orbital gap in eV: 6.085
Maximum force in eV/A: 0.1
Charge: -2

---

DFT (ωB97M-V/def2-TZVPD) results for a structure of composition C22H36BO8Tc.

```
68
Properties=species:S:1:pos:R:3:forces:R:3
Tc -1.584 -7.046 18.997 -2.74 1.29 -0.54
C -1.464 -4.087 19.248 0.45 0.71 1.42
C 0.000 -4.375 18.951 0.18 -0.10 -1.45
O 0.262 -5.807 19.151 -0.36 -0.72 0.45
C 1.402 -6.264 19.894 -0.01 -0.89 1.52
C 2.666 -6.211 19.088 -0.77 0.47 -1.43
O 2.536 -7.061 17.796 0.97 -0.27 1.23
C 3.070 -8.485 17.763 -0.26 -0.25 -0.83
C 2.249 -9.347 18.662 -2.16 0.45 0.57
O 0.803 -9.172 18.376 1.65 0.21 0.08
C 0.037 -10.160 19.048 0.00 -0.41 0.30
C -1.320 -10.223 18.395 -0.05 -1.08 0.27
O -2.187 -9.151 18.854 0.87 0.61 -0.47
C -3.518 -9.501 19.322 -0.90 0.47 0.66
C -4.488 -8.390 18.876 -0.70 -0.54 -0.04
O -3.971 -7.084 19.242 2.10 -0.49 -0.47
C -4.483 -6.037 18.371 0.42 0.98 1.22
C -3.734 -4.713 18.744 -2.00 -1.38 -0.01
O -2.364 -4.893 18.497 2.61 -2.29 -0.56
H -1.610 -3.053 18.973 -0.23 0.49 0.18
H -1.707 -4.252 20.329 0.29 0.39 -0.62
H 0.714 -3.755 19.518 -0.60 -0.31 0.24
H 0.236 -4.181 17.881 -0.31 -0.13 0.59
H 1.154 -7.307 20.187 0.17 0.66 -0.24
H 1.559 -5.714 20.878 -0.18 -0.26 -1.29
H 3.573 -6.490 19.592 0.27 -0.30 0.18
H 2.730 -5.225 18.648 0.50 0.30 0.07
H 4.108 -8.465 18.086 0.04 0.18 -0.07
H 2.994 -8.786 16.696 -0.01 0.35 0.71
H 2.433 -9.170 19.731 0.00 0.20 -0.16
H 2.444 -10.390 18.508 0.65 -0.58 -0.38
H -0.048 -9.898 20.110 -0.10 -0.08 0.10
H 0.513 -11.167 19.014 -0.27 0.58 -0.23
H -1.835 -11.139 18.711 0.34 0.02 -0.32
H -1.174 -10.207 17.303 -0.45 0.18 0.32
H -3.481 -9.589 20.435 -0.01 0.21 -0.79
H -3.885 -10.479 18.940 0.54 0.63 -0.09
H -5.451 -8.570 19.420 0.65 0.27 -0.55
H -4.680 -8.345 17.771 0.25 -0.54 0.95
H -5.514 -5.953 18.653 -0.71 0.46 -0.01
H -4.459 -6.337 17.331 0.50 0.07 -0.29
H -3.893 -4.523 19.811 -0.08 0.15 -0.16
H -4.128 -3.911 18.122 0.05 0.20 0.09
C -1.206 -2.672 11.901 0.03 1.34 -1.31
C -0.977 -2.695 13.379 0.26 -0.08 1.54
C -0.419 -1.368 13.936 0.02 0.78 0.47
C -2.308 -2.970 14.137 0.88 0.38 -0.01
C -0.054 -3.855 13.733 0.34 -0.18 1.84
C -0.140 -5.075 13.078 0.92 1.14 -1.27
C 0.647 -6.168 13.417 -0.39 -2.09 0.41
C 1.342 -6.099 14.596 1.10 1.24 0.20
O 2.026 -7.088 15.358 0.33 1.17 2.00
B 2.353 -6.387 16.567 -2.23 0.64 -3.49
O 2.032 -5.040 16.502 1.42 -1.47 1.04
C 1.473 -4.850 15.227 -0.58 -2.15 1.10
C 0.760 -3.767 14.918 -1.62 0.07 -3.06
H -1.374 -1.601 11.560 -0.07 -1.45 0.20
H -2.064 -3.301 11.687 -0.21 0.18 -0.44
H -0.354 -3.080 11.333 -0.24 0.41 0.17
H -1.154 -0.556 13.802 0.23 -0.37 -0.22
H 0.521 -1.039 13.466 -0.32 -0.27 0.01
H -0.238 -1.358 15.045 -0.25 -0.20 -0.93
H -3.054 -2.229 13.959 -0.48 0.77 -0.51
H -2.096 -2.891 15.187 0.07 -0.24 0.78
H -2.749 -3.919 13.917 -0.08 -0.76 -0.23
H -0.619 -5.037 12.102 -0.30 -0.56 0.33
H 0.568 -7.135 12.891 0.10 0.72 0.10
H 0.726 -2.858 15.424 0.45 1.08 1.11
```
Positions in Å, forces in eV/Å.

Values from the calculation:
Total energy in eV: -42622.911
Frontier orbital gap (alpha / beta) in eV: 5.051 / 5.214
Maximum force in eV/A: 4.2
Charge: +3
<S²>: 3.7667
2S+1: 4

---

DFT (ωB97M-V/def2-TZVPD) results for a cluster of 5 separate species, C22H36BrF5N2O16PS4 in total.

```
87
Properties=species:S:1:pos:R:3:forces:R:3
C -4.005 -1.187 3.314 -0.09 0.01 0.08
C -4.075 -0.358 2.034 -0.06 -0.02 0.02
C -2.688 0.090 1.568 0.01 -0.26 -0.10
Br -2.177 1.762 2.437 0.14 0.08 0.19
C -2.576 0.333 0.088 -0.44 0.21 -0.17
C -3.646 0.889 -0.589 0.24 -0.14 0.02
C -3.543 1.099 -1.966 -0.25 0.01 0.45
N -2.488 0.750 -2.655 0.10 -0.02 -0.04
N -1.469 0.218 -1.998 -0.18 -0.02 0.17
P -0.018 -0.247 -3.043 0.29 0.01 -0.24
C -0.212 -2.070 -3.029 0.10 -0.13 0.29
C -0.688 0.165 -4.675 -0.40 -0.07 0.11
C -1.430 0.029 -0.665 0.18 0.02 -0.22
C -0.155 -0.499 -0.070 0.13 0.18 0.34
C 1.065 0.480 -0.074 -0.08 -0.31 0.01
C 1.468 0.949 1.331 0.11 0.07 -0.22
C 2.072 -0.184 2.169 -0.66 0.24 -0.04
F 1.272 -0.421 3.251 0.10 0.01 0.06
F 2.066 -1.341 1.452 0.42 -0.33 0.19
C 3.497 0.044 2.715 0.20 0.08 -0.12
F 3.799 -0.852 3.663 -0.01 0.30 -0.35
F 4.391 -0.063 1.715 -0.31 0.08 0.40
F 3.593 1.279 3.241 -0.03 -0.50 -0.11
H -3.740 -0.571 4.175 0.04 0.00 -0.04
H -4.974 -1.643 3.516 -0.01 0.07 0.03
H -3.277 -1.995 3.215 -0.30 0.25 0.13
H -4.714 0.516 2.183 -0.04 -0.08 -0.10
H -4.528 -0.956 1.235 0.08 -0.02 0.03
H -1.973 -0.659 1.900 -0.04 0.34 -0.09
H -4.555 1.175 -0.075 0.07 -0.02 -0.02
H -4.363 1.546 -2.515 0.13 -0.05 -0.15
H -1.086 -2.412 -2.474 -0.06 0.06 -0.13
H 0.667 -2.497 -2.541 -0.05 -0.06 -0.08
H -0.247 -2.449 -4.049 -0.06 0.01 0.02
H -1.731 -0.132 -4.768 0.05 -0.07 -0.08
H -0.096 -0.411 -5.387 0.14 0.19 -0.04
H -0.616 1.233 -4.868 0.11 -0.04 -0.09
H -0.369 -0.762 0.965 0.01 -0.05 -0.17
H 0.109 -1.443 -0.550 -0.07 0.11 -0.04
H 0.909 1.339 -0.725 -0.15 0.03 0.15
H 1.892 -0.072 -0.519 0.10 0.20 -0.04
H 0.605 1.312 1.891 0.02 0.03 -0.05
H 2.160 1.788 1.249 0.09 -0.14 0.06
C -5.083 5.501 -1.950 -0.08 0.06 -0.12
C -6.098 5.949 -0.916 0.15 0.07 0.11
O -7.067 4.882 -0.912 -0.09 -0.01 -0.11
S -6.360 3.495 -1.179 0.08 0.07 0.00
O -6.084 2.830 0.050 0.03 -0.05 -0.03
O -7.034 2.809 -2.219 -0.03 -0.03 0.04
O -4.975 4.079 -1.726 0.03 0.09 0.12
H -5.434 5.669 -2.968 -0.02 0.01 0.01
H -4.105 5.952 -1.812 0.04 -0.10 0.04
H -6.604 6.872 -1.181 -0.11 -0.06 -0.03
H -5.662 6.033 0.080 0.01 -0.01 -0.01
C 4.087 -2.599 -6.503 0.08 0.17 -0.04
C 3.489 -1.969 -5.258 0.07 -0.15 0.05
O 2.102 -1.804 -5.601 0.09 0.16 0.02
S 1.625 -3.006 -6.552 0.00 0.05 0.03
O 0.978 -3.989 -5.757 -0.01 -0.05 -0.05
O 0.976 -2.433 -7.672 -0.05 0.00 0.03
O 3.073 -3.525 -6.936 -0.01 -0.08 0.09
H 4.257 -1.866 -7.292 -0.02 0.01 0.01
H 4.999 -3.153 -6.305 -0.05 -0.10 -0.02
H 3.910 -0.996 -5.022 -0.08 0.05 -0.05
H 3.566 -2.633 -4.395 0.01 0.00 -0.01
C 0.156 -4.218 1.953 0.30 0.39 -0.05
C -0.639 -3.385 2.940 0.20 -0.21 0.23
O -1.644 -2.767 2.116 0.31 -0.29 -0.19
S -2.061 -3.746 0.924 0.23 -0.32 0.02
O -3.258 -4.428 1.236 -0.01 0.07 -0.09
O -1.940 -2.989 -0.278 -0.12 0.07 -0.04
O -0.836 -4.756 1.061 -0.35 0.08 0.12
H 0.830 -3.592 1.366 0.06 -0.03 0.08
H 0.709 -5.024 2.425 -0.14 -0.16 -0.11
H -0.050 -2.599 3.405 -0.03 0.04 -0.05
H -1.115 -3.998 3.706 -0.08 0.01 -0.04
C 6.363 1.203 5.927 -0.20 0.03 -0.05
C 6.812 1.291 4.481 0.18 -0.18 0.04
O 7.157 2.671 4.318 -0.12 0.05 0.00
S 7.775 3.249 5.678 -0.02 -0.01 -0.01
O 9.190 3.209 5.623 -0.01 0.01 0.04
O 7.083 4.444 5.995 0.02 0.01 -0.03
O 7.278 2.058 6.621 0.10 -0.06 -0.01
H 5.350 1.588 6.059 0.00 0.00 -0.03
H 6.435 0.200 6.337 0.11 0.03 0.07
H 6.028 1.043 3.775 0.00 0.12 -0.05
H 7.693 0.675 4.289 0.00 -0.01 0.03
```
Positions in Å, forces in eV/Å.

Values from the calculation:
Total energy in eV: -195388.984
Frontier orbital gap in eV: 8.575
Maximum force in eV/A: 0.7
Charge: +1

---

total energy of number 2 (C22H36BO8Tc)?
-42622.911 eV

---

Which of these has the lowest total energy?
C22H36BrF5N2O16PS4